# 1
{
  "formula": "H4N4O",
  "method": "ωB97M-V/def2-TZVPD",
  "relative_energy_kcal_mol": 18.3,
  "mol_weight_g_mol": 76.1,
  "smiles": "NNNN=O",
  "elements": ["N", "H", "N", "N", "H", "N", "O", "H", "H"],
  "coordinates": [[1.601, -0.458, 0.862], [-1.836, -0.952, -0.226], [-0.585, 0.602, 0.312], [0.723, 0.143, -0.007], [-1.272, -0.006, -1.391], [-1.537, 0.058, -0.473], [2.695, -0.546, 0.437], [1.177, 0.644, -0.776], [-0.965, 0.516, 1.262]],
  "lowdin_charge": [-0.124, 0.116, -0.157, -0.050, 0.029, -0.045, -0.043, 0.137, 0.135]
}

---

# 2
{
  "formula": "H4N4O2",
  "method": "ωB97M-V/def2-TZVPD",
  "relative_energy_kcal_mol": 60.1,
  "mol_weight_g_mol": 92.1,
  "elements": ["N", "N", "H", "H", "N", "H", "N", "O", "H", "O"],
  "coordinates": [[-0.427, 0.041, -1.665], [0.505, 1.194, 0.718], [1.522, 1.407, 0.397], [-0.535, -0.976, -1.710], [0.092, -1.092, 0.877], [-0.009, 2.040, 0.807], [-0.214, 0.195, 0.398], [-0.432, -1.979, 0.302], [-1.341, 0.353, -1.952], [0.839, -1.183, 1.828]],
  "lowdin_charge": [0.104, 0.032, 0.168, -0.013, -0.455, 0.097, -0.059, 0.069, -0.011, 0.069]
}

---

# 3
{
  "formula": "H4N5",
  "method": "ωB97M-V/def2-TZVPD",
  "charge": 1,
  "relative_energy_kcal_mol": 23.6,
  "mol_weight_g_mol": 74.1,
  "elements": ["H", "H", "N", "N", "H", "N", "H", "N", "N"],
  "coordinates": [[-0.418, -1.082, 0.049], [0.057, 1.360, 0.281], [-1.933, -0.938, 1.383], [0.352, -1.120, -0.648], [1.080, 1.867, -0.819], [0.973, -0.062, -0.761], [1.777, -0.081, -1.326], [0.821, 1.153, -0.311], [-2.708, -1.097, 2.153]],
  "lowdin_charge": [0.042, 0.140, 0.022, 0.266, 0.085, -0.071, 0.182, 0.232, 0.102]
}

---

# 4
{
  "formula": "H4N5O2",
  "method": "ωB97M-V/def2-TZVPD",
  "charge": -1,
  "relative_energy_kcal_mol": 10.9,
  "mol_weight_g_mol": 106.1,
  "elements": ["H", "O", "O", "N", "H", "H", "N", "N", "N", "N", "H"],
  "coordinates": [[-0.887, 0.143, 0.452], [-1.926, 0.129, 0.015], [2.663, 1.252, 0.558], [0.396, -0.073, 0.003], [3.208, -0.050, -0.831], [-3.905, -0.047, -1.017], [3.225, -0.061, 0.190], [1.062, -0.751, -0.616], [-2.813, -0.920, 0.206], [-3.836, -0.890, -0.512], [2.814, 1.269, 1.553]],
  "lowdin_charge": [0.028, -0.213, -0.370, -0.021, -0.102, 0.002, -0.273, 0.063, -0.165, 0.001, 0.050]
}

---

# 5
{
  "formula": "H4NO2P2",
  "method": "ωB97M-V/def2-TZVPD",
  "charge": -1,
  "relative_energy_kcal_mol": 31.1,
  "mol_weight_g_mol": 112.0,
  "elements": ["O", "O", "P", "H", "H", "H", "P", "H", "N"],
  "coordinates": [[-1.402, -2.006, 0.232], [0.763, -2.141, -1.039], [-1.756, -0.881, -2.537], [2.115, -0.724, 1.088], [0.472, -0.300, 0.902], [-2.481, -0.610, -1.458], [-0.658, -1.784, -1.028], [1.433, 0.719, 0.204], [1.466, 0.070, 1.051]],
  "lowdin_charge": [-0.487, -0.469, 0.305, -0.002, -0.012, -0.340, 0.028, 0.025, -0.047]
}

---

# 6
{
  "formula": "H4NO2PS",
  "method": "ωB97M-V/def2-TZVPD",
  "relative_energy_kcal_mol": 99.6,
  "mol_weight_g_mol": 113.1,
  "elements": ["S", "P", "H", "H", "O", "O", "N", "H", "H"],
  "coordinates": [[0.992, -0.964, -2.399], [0.229, -0.402, -0.736], [0.635, -0.410, 1.424], [-1.362, -0.883, 0.587], [-1.412, 1.713, 0.090], [-1.125, -1.095, -0.297], [1.194, -0.418, 0.630], [-1.232, 2.594, -0.222], [2.081, -0.136, 0.924]],
  "lowdin_charge": [0.317, 0.330, 0.025, 0.050, -0.381, -0.211, -0.082, -0.104, 0.056]
}